DFT (ωB97M-V with the def2-TZVPD basis set) results for a structure of composition C17H16BrCl2N2O2V.

HOMO energy (alpha / beta): -11.0 / -11.0 eV
⟨S²⟩: 3.76
gap between HOMO and LUMO (alpha / beta): 7.43 / 7.27 eV
LUMO (alpha / beta): -3.5 / -3.7 eV

Structure (ORCA input):
```
! wB97M-V def2-TZVPD RIJCOSX def2/J DEFGRID3
* xyz 1 4
V 0.998 -1.082 2.387
O -1.519 3.512 0.451
C -0.205 3.753 0.753
C 0.325 4.961 0.321
C 1.654 5.257 0.565
C 2.463 4.355 1.246
C 1.929 3.153 1.677
C 0.598 2.835 1.431
C 0.026 1.512 1.885
O 0.891 0.763 2.659
N -0.405 0.751 0.664
N -0.050 -0.564 0.667
C -0.183 -1.274 -0.392
C 0.234 -2.657 -0.460
Br 1.222 -3.299 1.071
C 0.078 -3.504 -1.479
C -0.704 -3.228 -2.692
C -1.948 -2.597 -2.640
C -2.659 -2.358 -3.805
C -2.136 -2.747 -5.030
C -0.909 -3.395 -5.088
C -0.203 -3.648 -3.926
H -1.871 2.779 0.969
H -0.325 5.652 -0.198
H 2.059 6.201 0.227
H 3.499 4.591 1.445
H 2.535 2.441 2.222
H -0.888 1.695 2.471
H -0.220 1.230 -0.211
H -0.588 -0.845 -1.305
H 0.572 -4.468 -1.428
H -2.379 -2.337 -1.681
H -3.628 -1.881 -3.755
H -2.693 -2.561 -5.939
H -0.508 -3.713 -6.041
H 0.750 -4.162 -3.970
Cl 2.228 -1.526 4.577
C 0.836 -0.915 5.525
Cl -0.648 -1.609 4.858
H 0.811 0.162 5.412
H 0.963 -1.235 6.552
*
```